# 1
Density functional theory data (ωB97M-V/def2-TZVPD) for a 10-piece molecular cluster, C28H60N4O20 overall at a distorted geometry.

## Properties
* max |F|: 2.40 eV/A
* SMILES: C[N+](=O)[O-].C[N+](=O)[O-].C[N+](=O)[O-].C[N+](=O)[O-].CCOC(C)=O.CCOC(C)=O.CCOC(C)=O.CCOC(C)=O.CCOC(C)=O.CCOC(C)=O
* total energy: -76909.8895 eV
* HOMO-LUMO gap: 9.82 eV
* relative energy (zero: lowest compared OMol25 entry of this formula, charge and spin): 0.0 kcal per mole

Each line ends with the Mulliken charge.
Element x y z (Å)
1 O -2.6616 5.1228 0.7161  -0.17
2 O 2.1095 -2.6880 -1.8054  -0.41
3 O -5.9280 -0.9273 -2.7619  -0.59
4 O 1.9122 -0.4435 2.0254  0.20
5 O -3.0413 5.9687 -1.3226  -0.62
6 O 2.6332 -2.7281 0.2625  -0.43
7 O -3.8724 -1.3399 -3.5868  -0.23
8 O -1.6116 1.2361 2.4046  -0.36
9 O 5.5730 1.2461 2.0956  -0.58
10 O 1.1038 2.1080 -0.6238  -0.69
11 O -1.8227 -2.5467 -0.5641  -0.55
12 O 1.1079 2.8259 3.7910  -0.02
13 O 5.7612 3.1966 1.1960  -0.60
14 O 1.4371 -2.2703 -5.0186  -0.06
15 O -0.3816 -4.3077 -0.6510  -0.31
16 O 1.3913 -2.0993 -7.2713  -0.56
17 O -1.9643 -0.4248 3.8657  -0.37
18 O 1.9820 0.2456 -1.2542  -0.44
19 O 1.2604 -1.9231 3.3997  -0.53
20 O 1.9470 4.8513 3.2681  -0.62
21 N 2.9324 -2.6492 -0.9141  0.80
22 N 1.0740 0.8985 -0.7796  1.06
23 N 5.1745 2.1556 1.3970  1.04
24 N 2.1481 -1.3148 2.8367  0.56
25 C 1.3692 -0.8540 -4.8244  0.53
26 C 0.7884 -5.3560 1.1588  -1.51
27 C -1.7131 1.7897 4.7101  -0.91
28 C 2.3302 1.1443 5.0372  -0.34
29 C 3.5623 -1.6073 3.1439  -0.79
30 C 4.3008 -2.2725 -1.3078  -0.89
31 C -0.1833 0.1926 -0.4151  1.26
32 C -1.1529 -3.3365 -1.1763  0.82
33 C -3.2591 6.2278 1.4203  -0.31
34 C -1.0211 -3.3912 -2.6766  -0.50
35 C 0.1815 3.8707 1.9445  0.44
36 C 1.4368 -2.7488 -6.2673  0.67
37 C -1.9485 -2.7809 3.5384  -1.17
38 C -2.0775 -1.4399 2.8673  0.73
39 C -4.8936 -3.0676 -2.4028  -0.56
40 C -5.0045 -1.6735 -2.9860  0.72
41 C 3.8476 1.9887 0.7433  -0.23
42 C 1.5834 -4.2503 -6.2733  -1.06
43 C -2.6096 5.0967 -0.6215  0.28
44 C -2.6747 6.2528 2.8126  -0.95
45 C -1.9295 3.8527 -1.1257  -0.26
46 C -1.7179 0.8219 3.5346  0.70
47 C 1.9332 2.6095 4.9246  -0.65
48 C -0.2309 -4.2881 0.7895  0.38
49 C -3.7794 -0.0729 -4.2625  -0.58
50 C 2.6499 -0.1672 -5.2519  -1.41
51 C 1.1593 3.9667 3.0858  0.19
52 C -3.0712 0.9142 -3.3463  -0.67
53 H 1.3021 -0.7957 -3.7349  -0.30
54 H -3.7028 1.3406 -2.5689  0.43
55 H -4.7451 0.3323 -4.5587  0.36
56 H 0.5263 -5.6271 2.1853  0.38
57 H 0.6414 -6.2551 0.5677  0.37
58 H -1.0185 1.5285 5.5053  0.22
59 H -1.9570 -3.5059 -3.2206  0.41
60 H -3.1240 5.4783 3.4384  0.25
61 H -2.7580 -3.0279 4.2275  0.46
62 H -0.0793 -3.2687 1.1426  -0.31
63 H -2.9241 7.1394 0.9220  0.35
64 H 3.9895 -2.0633 2.2540  0.16
65 H -3.8645 -3.2595 -2.1182  -0.21
66 H -3.2028 -0.2420 -5.1702  0.33
67 H 1.3131 2.9507 5.7636  0.33
68 H -0.0084 4.7871 1.3888  0.41
69 H -0.5396 -0.1800 -1.3754  -0.48
70 H 0.4473 -0.3868 -5.1734  0.29
71 H -1.9969 -3.5429 2.7626  0.19
72 H -3.0544 -1.3506 2.3860  0.45
73 H 1.4880 0.4659 5.1761  0.19
74 H -1.5936 6.1249 2.8314  0.19
75 H -2.2054 3.6041 -2.1471  0.38
76 H 2.8539 -0.1155 -6.3251  0.41
77 H -5.1745 -3.7794 -3.1876  0.30
78 H -1.2127 -4.5755 1.1766  0.50
79 H -0.9166 0.9274 -0.0964  -0.39
80 H -1.3413 -1.3226 2.0735  -0.52
81 H 2.8621 3.1652 5.0788  0.38
82 H 3.5883 -2.3083 3.9703  0.35
83 H 3.0243 1.0338 5.8701  0.46
84 H -1.4627 2.7546 4.2857  0.10
85 H 2.8589 0.8817 4.1229  -0.36
86 H -2.0750 2.9807 -0.4884  0.01
87 H 3.1329 2.6440 1.2386  0.10
88 H -0.7606 3.4678 2.3006  -0.03
89 H 4.4927 -2.9044 -2.1717  0.31
90 H -0.0764 -0.5706 0.3442  -0.50
91 H 1.4749 -4.6207 -5.2536  0.21
92 H 0.8309 -4.7281 -6.8961  0.34
93 H 3.5725 0.9486 0.8909  -0.25
94 H 4.4502 -1.2221 -1.5419  0.24
95 H 2.5629 -4.5427 -6.6470  0.28
96 H -2.7239 1.8306 5.1168  0.44
97 H -1.0187 -2.8564 4.0991  0.20
98 H 4.9593 -2.4758 -0.4654  0.34
99 H -0.5575 -2.4849 -3.0715  -0.16
100 H 3.5129 -0.7581 -4.9301  0.32
101 H -2.8823 7.2180 3.2787  0.41
102 H 3.8024 2.2486 -0.3095  0.42
103 H -2.1553 0.5384 -2.8943  -0.09
104 H -5.5995 -3.2968 -1.6108  0.36
105 H 0.6228 3.2375 1.1700  -0.47
106 H -0.8480 4.0183 -1.1490  0.20
107 H 4.0601 -0.6641 3.3392  0.24
108 H 2.7186 0.8577 -4.8894  0.37
109 H 1.7955 -4.9520 1.1194  0.24
110 H -4.3250 6.0077 1.4310  0.26
111 H -2.7639 1.7588 -3.9773  0.48
112 H -0.3554 -4.2023 -2.9639  0.25

---

# 2
Density functional theory data (ωB97M-V/def2-TZVPD) for a 3-piece molecular cluster, C27H35NO8PS3 overall at a distorted geometry.

## Properties
* max |F|: 5.49 eV/A
* total energy: -88215.9065 eV
* HOMO-LUMO gap: 5.86 eV
* net charge: +1

Each line ends with the Mulliken charge.
Element x y z (Å)
1 S -4.6158 -3.4973 -0.9207  -0.19
2 S 0.9147 -0.5737 -3.5121  -0.18
3 S -5.8844 -1.6388 1.9526  -0.35
4 P -3.9593 -1.5197 2.3279  0.41
5 O -3.2354 -0.2637 1.3861  -0.26
6 O 3.8109 5.8457 -2.3245  -0.66
7 O -3.5171 -3.0098 5.8410  -0.31
8 O -1.8785 -1.5161 5.3721  -0.56
9 O -4.5975 0.2593 -0.4060  -0.38
10 O 1.7772 5.6798 -3.3129  -0.31
11 O 1.7093 -2.9874 -1.2048  -0.51
12 O 2.0898 -3.5914 -3.4846  -0.31
13 N -1.0902 -2.6505 -3.2647  0.26
14 C 2.6763 7.8402 -3.0785  -0.43
15 C 2.8501 6.3665 -2.8347  0.56
16 C -2.2832 -3.2839 -2.7090  -0.25
17 C -0.9502 0.9044 -1.2599  -0.80
18 C 4.0690 -3.2122 -1.8442  -0.42
19 C 1.0751 1.6809 0.3499  0.30
20 C 4.3754 -2.3578 -0.4979  -0.81
21 C -2.3956 -2.2972 6.1321  0.56
22 C -2.7528 -1.1630 -1.0933  0.10
23 C 2.7346 3.7238 -0.1966  -0.23
24 C -0.3160 -3.3960 -4.3127  -0.98
25 C -0.6427 -1.3521 -2.8317  0.17
26 C -0.1294 0.6576 0.1006  -0.20
27 C 0.8176 -4.2794 -3.5390  -0.25
28 C -3.9211 -3.7532 6.9979  -0.44
29 C 3.0498 2.4078 2.1370  -0.51
30 C 2.4779 -3.2725 -2.1558  0.51
31 C 1.1911 7.9443 -3.3520  -0.50
32 C 1.8626 1.5122 1.7057  -0.42
33 C -2.6756 -3.8792 7.8433  -0.50
34 C 3.4831 3.5518 1.1778  -0.53
35 C -1.9391 -2.5930 7.5339  -0.46
36 C 1.5416 2.7950 -0.6203  -0.21
37 C 0.8739 6.5930 -3.9477  -0.42
38 C -3.1627 -2.6013 -1.6029  0.23
39 C -3.5817 -0.3637 0.0054  -0.22
40 C -1.4596 -0.5554 -1.7417  0.22
41 H -2.2510 -1.7769 8.1900  0.27
42 H -4.7158 -3.2006 7.5074  0.28
43 H 0.3500 -0.3962 0.0596  0.33
44 H 2.9654 8.4199 -2.2020  0.28
45 H 0.1452 -2.7322 -5.1176  0.39
46 H 4.4566 -3.0323 0.4264  0.26
47 H 3.2720 8.1303 -3.9473  0.27
48 H -2.8882 -4.0189 8.9044  0.32
49 H 0.9817 -5.2004 -4.2240  0.37
50 H 0.4459 -4.6941 -2.5438  0.32
51 H -4.3081 -4.7268 6.6923  0.31
52 H -3.8335 -1.2798 3.7521  0.07
53 H 5.3971 -1.8201 -0.5929  0.32
54 H 1.5348 -0.1144 -2.3430  0.21
55 H 4.5535 -2.6061 -2.7055  0.25
56 H -0.8584 -2.7285 7.5745  0.29
57 H 1.0490 6.5628 -5.0272  0.28
58 H 1.5358 0.6648 2.4183  0.26
59 H -1.9071 1.5034 -1.0489  0.44
60 H -2.5648 -4.3296 -3.0756  0.36
61 H 4.5626 -4.2401 -1.8514  0.35
62 H 0.9222 8.7763 -4.0049  0.32
63 H 3.6103 -1.5065 -0.3454  0.17
64 H 3.1225 4.5779 -0.8650  0.22
65 H 0.6519 8.0691 -2.4075  0.27
66 H -0.1555 6.2898 -3.7482  0.31
67 H -3.2581 -2.7433 2.0119  0.11
68 H -0.3582 1.4462 -2.0726  0.40
69 H -5.7474 -2.6915 -0.9447  0.25
70 H -1.0671 -4.0932 -4.8452  0.38
71 H 3.5299 2.1984 3.1645  0.31
72 H -2.0812 -4.7332 7.5033  0.27
73 H 1.0074 2.9628 -1.6169  0.29
74 H -0.8394 0.6964 1.0004  0.39
75 H 4.3480 4.2128 1.5097  0.34

---

# 3
Density functional theory data (ωB97M-V/def2-TZVPD) for the molecule C18H20FN7O2S2 at a distorted geometry.

## Properties
* max |F|: 1.82 eV/A
* SMILES: CCc1nnc(NC(=O)CSc2nnc([C@H](C)NC(=O)c3ccccc3F)n2C)s1
* total energy: -57905.0753 eV
* HOMO-LUMO gap: 9.46 eV
* relative energy (zero: lowest compared OMol25 entry of this formula, charge and spin): 2.5 kcal per mole

Each line ends with the Mulliken charge.
Element x y z (Å)
1 S 0.2904 -1.7721 -0.7508  0.49
2 S 4.0686 1.9527 -1.0673  -0.22
3 F -2.7311 -0.9249 0.4511  -0.38
4 O 0.8045 0.6666 -1.6458  -0.37
5 O -1.5273 2.8942 1.2539  -0.69
6 N 1.6679 -3.9223 -0.7736  -0.48
7 N 2.3651 -0.0824 1.6892  -0.27
8 N 2.4437 -3.0196 -1.3574  -0.57
9 N -0.7860 0.7685 1.3865  0.24
10 N 2.5285 -0.7594 -1.9564  0.12
11 N 2.0133 1.8687 0.7623  0.15
12 N 3.3501 0.1234 0.8140  -0.60
13 C 1.8992 -1.8538 -1.4198  -0.03
14 C -3.5209 1.9867 -2.3321  -0.74
15 C -4.0196 0.7046 -2.4954  -0.34
16 C -2.9562 0.0498 -0.4621  0.76
17 C -0.8013 -3.7243 1.6999  -0.95
18 C 1.5595 0.9491 1.6598  0.43
19 C 1.9544 0.4723 -1.9852  0.20
20 C 1.4385 3.1161 0.3509  -1.11
21 C 3.1362 1.2801 0.2526  0.30
22 C -2.7413 2.2894 -1.2327  -0.69
23 C 0.1819 0.0255 3.5092  -1.58
24 C -3.7445 -0.2687 -1.5515  -0.72
25 C 0.2487 1.0341 2.3699  0.11
26 C -2.4293 1.3230 -0.2794  0.52
27 C -0.4948 -4.2924 0.3139  -0.43
28 C 2.8735 1.5803 -2.4338  -0.91
29 C 0.5280 -3.4819 -0.3864  0.33
30 C -1.5559 1.7423 0.8582  0.44
31 H 3.4770 1.2953 -3.2933  0.52
32 H -0.8112 0.0325 3.9500  0.42
33 H 0.8294 3.5302 1.1521  0.48
34 H -1.4114 -4.3097 -0.2810  0.24
35 H 2.2393 3.8097 0.0919  0.39
36 H 2.2990 2.4791 -2.6548  0.38
37 H -4.6288 0.4610 -3.3523  0.41
38 H -1.2638 -2.7440 1.6155  0.15
39 H -0.7608 -0.1458 0.9627  -0.14
40 H 0.1132 -3.6362 2.2817  0.34
41 H 0.4073 -0.9684 3.1340  0.21
42 H -4.1324 -1.2710 -1.6449  0.46
43 H -1.4865 -4.3829 2.2267  0.41
44 H -3.7425 2.7503 -3.0617  0.42
45 H 0.0731 2.0521 2.7374  0.56
46 H 3.5093 -0.8867 -2.1696  0.30
47 H -2.3544 3.2859 -1.0823  0.48
48 H 0.9147 0.2773 4.2697  0.41
49 H -0.1099 -5.3098 0.3949  0.28
50 H 0.7955 2.9557 -0.5182  0.26